(1)
This record from the OMol25 dataset describes a 8-piece molecular cluster, C28H54F6N10O14S6 overall at a distorted geometry. The level of theory is wB97M-V/def2-TZVPD.

Structure (XYZ):
```
118
Properties=species:S:1:pos:R:3:forces:R:3:lowdin_charge:R:1
C 1.2439 -5.2535 -2.1824 -0.17 -1.12 -0.43 -0.06
C 1.5370 -5.1658 -3.7011 -0.24 0.75 1.65 -0.11
N 0.4837 -4.3990 -4.3876 -0.78 0.45 0.33 -0.03
C -0.2123 -4.7810 -5.4934 0.38 -0.02 -1.19 -0.01
C -1.1016 -3.7989 -5.8338 0.64 -0.71 0.85 0.01
N -1.0368 -2.8839 -4.7947 0.55 -0.15 -0.36 -0.07
C -0.0574 -3.2564 -3.9689 -0.35 0.04 0.38 -0.03
C -1.8205 -1.6617 -4.6548 -0.07 0.32 -1.58 0.02
H 1.3068 -4.3543 -1.5740 0.23 0.23 -0.43 0.04
H 1.9589 -5.9752 -1.7857 0.11 0.19 0.17 0.09
H 0.2670 -5.7133 -2.0125 -0.09 0.09 -0.05 0.08
H 1.5378 -6.1595 -4.1376 0.18 0.07 -0.11 0.13
H 2.4877 -4.6422 -3.7948 0.04 -0.13 -0.51 0.13
H 0.0702 -5.6900 -5.9987 -0.14 0.10 -0.16 0.14
H -1.6570 -3.7033 -6.7497 -0.37 0.17 0.28 0.14
H 0.1723 -2.7631 -3.0386 0.30 0.11 -0.14 0.12
H -1.6341 -1.1952 -3.6942 -0.33 0.04 -0.02 0.08
H -2.8485 -1.8571 -4.9627 -0.22 -0.29 0.99 0.10
H -1.5595 -0.9757 -5.4649 0.65 0.23 0.41 0.11
C -4.1909 0.5093 3.0148 0.70 -0.67 -0.35 -0.04
C -5.0998 0.2938 1.8098 -0.24 0.61 -0.15 -0.13
N -4.5197 -0.5484 0.7325 1.09 -0.24 0.49 -0.03
C -4.8790 -0.4734 -0.5640 -1.01 -0.94 -1.53 -0.01
C -4.2015 -1.4547 -1.2699 0.08 1.31 1.06 0.02
N -3.3025 -1.9907 -0.3666 -0.68 0.79 0.37 -0.08
C -3.5486 -1.4562 0.8343 0.27 0.27 0.55 -0.01
C -2.2965 -2.9905 -0.6658 -1.29 -1.17 0.08 0.01
H -4.4211 1.4270 3.5492 -0.19 0.00 -0.14 0.10
H -3.1832 0.6083 2.6017 0.04 0.38 0.13 0.06
H -4.1042 -0.3025 3.7380 -0.46 -0.17 -0.11 0.08
H -5.2432 1.2768 1.3609 0.08 -0.07 -0.22 0.12
H -6.1066 -0.0810 1.9874 0.14 -0.24 0.41 0.13
H -5.6940 0.1850 -0.8173 0.19 -0.02 -0.45 0.14
H -4.2257 -1.8145 -2.2826 -0.10 0.31 -0.07 0.13
H -3.0499 -1.6557 1.7705 0.19 -0.38 -0.17 0.13
H -1.3948 -2.6121 -1.1385 0.05 0.22 0.40 0.08
H -2.8030 -3.6828 -1.3426 0.32 -0.04 -0.20 0.11
H -2.1828 -3.5487 0.2602 0.84 0.09 -0.11 0.07
C 0.0536 0.2759 4.9593 -1.75 -0.10 -0.10 -0.05
C -0.4402 -0.6408 3.8229 1.16 0.25 1.16 -0.16
N -0.4467 0.0673 2.5349 -0.47 -0.66 -0.78 -0.01
C -0.6757 1.3917 2.3457 0.23 1.36 -0.07 -0.02
C -0.6651 1.6336 1.0018 -0.59 0.52 0.78 -0.02
N -0.5379 0.4359 0.3751 0.96 -1.02 0.43 -0.03
C -0.3665 -0.5065 1.3272 -0.03 -0.10 0.00 -0.03
C -0.5244 0.2895 -1.0805 -0.73 -1.10 -0.14 0.00
H -0.7778 0.9101 5.2806 0.15 0.37 -0.22 0.07
H 0.8875 0.9136 4.6790 0.29 -0.30 0.23 0.08
H 0.1701 -0.3644 5.8325 0.76 0.04 -0.08 0.09
H -1.4157 -1.0474 4.0803 -0.13 0.13 -0.32 0.10
H 0.2594 -1.4754 3.8191 -0.11 -0.08 -0.74 0.11
H -0.7913 2.1234 3.1348 0.13 0.03 -0.02 0.13
H -0.7735 2.5587 0.4637 -0.17 -0.03 0.04 0.12
H -0.1937 -1.5668 1.2377 0.04 0.07 -0.45 0.13
H -0.0840 -0.6507 -1.4115 0.68 0.14 0.50 0.06
H -0.0395 1.1348 -1.5517 0.02 -0.06 0.02 0.07
H -1.5579 0.1825 -1.4149 -0.06 0.66 -0.07 0.08
C 3.3088 -0.0449 2.0369 0.04 0.93 -0.29 -0.08
C 3.2970 1.4945 1.8121 -0.05 -1.17 0.57 -0.21
C 3.5174 1.8597 0.3528 -0.30 -0.01 0.76 -0.13
N 3.2997 3.3391 0.0955 -0.77 0.17 0.61 -0.23
C 3.8744 4.2704 1.2172 -0.86 -2.30 -1.42 0.08
C 1.8091 3.5968 -0.0321 -0.59 0.73 -0.07 -0.11
C 1.6660 4.8121 -0.9251 0.11 0.40 0.14 -0.14
C 2.8603 4.6994 -1.8475 0.70 0.02 -1.09 -0.13
C 3.8716 3.7392 -1.2409 0.39 -0.87 0.62 -0.10
H 2.4611 -0.5578 1.5804 0.22 0.01 -0.44 0.05
H 3.2242 -0.2836 3.0966 0.37 0.15 0.07 0.08
H 4.2598 -0.3555 1.6115 -0.21 -0.81 0.21 0.07
H 4.1681 1.8463 2.3670 -0.32 0.36 0.27 0.11
H 2.3709 1.8575 2.2628 0.11 0.63 -0.24 0.10
H 2.8416 1.3136 -0.3025 0.00 0.15 -0.13 0.10
H 4.5214 1.5442 0.0691 0.10 0.39 -0.12 0.14
H 3.2981 4.0157 2.1044 0.10 0.58 0.28 0.06
H 3.6976 5.2745 0.8502 0.39 0.14 0.29 0.11
H 4.8871 3.8771 1.2353 0.34 0.88 0.44 0.11
H 1.2943 3.8380 0.9008 0.46 -0.61 0.46 0.13
H 1.3622 2.7437 -0.5401 0.16 -0.14 0.11 0.11
H 1.6434 5.7533 -0.3734 0.24 -0.16 0.25 0.12
H 0.7217 4.8083 -1.4677 0.04 -0.25 -0.04 0.11
H 3.3730 5.6436 -2.0273 -0.37 0.09 -0.31 0.12
H 2.5218 4.2401 -2.7771 0.17 0.39 -0.22 0.12
H 4.8879 4.0938 -1.0623 -0.21 0.51 0.06 0.13
H 4.0503 2.8144 -1.7906 -0.56 0.06 -0.26 0.11
N -1.9119 2.8677 -1.7012 -3.23 0.14 1.37 -0.27
S -1.6356 2.8222 -3.1920 3.86 -0.17 -5.56 0.41
O -1.8921 4.0208 -3.9530 -0.41 -1.04 0.76 -0.26
O -1.8608 1.5450 -3.8304 -0.16 0.38 0.35 -0.31
F -0.0308 2.8264 -3.1076 0.15 0.04 0.46 -0.20
S -3.5543 3.0777 -1.8305 -2.17 1.70 3.30 0.55
O -4.3175 2.1755 -2.6496 0.91 0.63 -0.17 -0.28
O -3.9245 4.4659 -1.6832 0.48 -1.76 -0.71 -0.25
F -3.9348 2.4781 -0.3819 0.49 -0.09 0.28 -0.22
N -1.2189 -3.3826 2.4072 2.87 -1.44 -1.61 -0.30
S -1.7625 -4.0468 3.6803 -4.20 -0.71 3.49 0.43
O -0.9129 -3.8552 4.8149 0.03 -0.28 -0.12 -0.26
O -2.5472 -5.2428 3.5493 1.05 0.50 -0.15 -0.26
F -2.9649 -2.9804 3.8889 0.14 0.55 0.02 -0.23
S 0.1628 -4.3274 2.2247 2.02 0.29 -2.66 0.55
O 0.0542 -5.7407 2.3885 -0.54 0.64 0.73 -0.24
O 1.4048 -3.6880 2.5652 -1.51 0.12 0.20 -0.26
F 0.1463 -4.2290 0.6123 -0.05 0.45 -0.04 -0.23
N 2.1488 -1.7515 -2.0292 0.23 2.50 -1.90 -0.28
S 3.5094 -2.0583 -1.3462 2.14 -4.06 6.52 0.47
O 4.2280 -0.9954 -0.6684 -0.53 -0.45 -1.97 -0.27
O 4.2342 -3.2125 -1.8067 -0.27 1.23 -0.84 -0.26
F 2.7585 -2.7172 -0.0773 -0.04 -0.07 0.15 -0.22
S 2.7395 -0.6828 -3.0900 -2.29 1.41 -4.47 0.49
O 3.4895 -1.3318 -4.1254 0.44 0.22 0.81 -0.26
O 3.0783 0.6391 -2.6767 0.17 -0.42 0.71 -0.26
F 1.3655 -0.3721 -3.9010 -0.21 -0.48 0.75 -0.21
C 0.3378 4.1717 5.5329 -0.17 0.91 0.11 -0.04
C 0.6612 4.4681 4.0643 -0.22 0.93 -1.20 -0.77
O -0.2986 4.5709 3.2456 -0.16 -0.92 0.45 -0.11
O 1.8547 4.6838 3.7423 0.43 -0.61 0.32 -0.09
H 1.0533 4.6950 6.1678 0.41 -0.58 -0.01 0.07
H 0.2839 3.1014 5.7260 0.15 0.03 0.16 0.04
H -0.6036 4.6469 5.8167 -0.28 -0.36 -0.32 0.07
```
Positions in Å, forces in eV/Å.

Charge   0
Energy above the lowest of the compared OMol25 structures with the same formula, charge and spin   0.0 kcal per mole
Frontier orbital gap   6.668 eV
E_tot   -5688.39452 a.u.

***

(2)
This record from the OMol25 dataset describes C30H34MnN3O5PS2 as an isolated structure. The level of theory is wB97M-V/def2-TZVPD.

Structure (XYZ):
```
76
Properties=species:S:1:pos:R:3:forces:R:3:lowdin_spin:R:1
Mn -0.6165 -1.4703 0.5389 0.35 0.32 -0.07 1.06
C -4.7765 -2.1802 0.0843 -0.01 0.01 0.04 0.00
C -5.2628 -1.5709 1.2318 -0.01 -0.03 -0.05 0.00
C -4.3751 -1.2063 2.2271 0.08 0.02 0.08 0.00
C -3.0233 -1.4526 2.0435 -0.12 -0.10 -0.22 0.00
N -2.5504 -2.0503 0.9265 -0.24 -0.07 -0.10 -0.01
C -3.4150 -2.3971 -0.0265 -0.01 -0.05 0.02 0.00
C -1.9630 -1.1610 3.0171 0.30 0.00 0.22 -0.01
C -2.0841 -0.8826 4.3714 -0.05 -0.05 -0.10 0.00
C -0.9334 -0.9178 5.1471 0.02 0.01 0.09 -0.01
C 0.2764 -1.3292 4.6034 0.03 -0.05 -0.03 0.00
C 0.3242 -1.6016 3.2436 -0.23 0.08 0.08 -0.01
N -0.7548 -1.3831 2.4892 -0.09 0.21 -0.16 -0.01
C 1.3571 -2.3204 2.4842 0.09 -0.16 -0.16 0.00
C 2.5514 -2.7649 3.0150 0.01 0.03 0.03 0.00
C 3.3604 -3.5930 2.2471 -0.02 0.02 0.01 0.00
C 2.9506 -3.9320 0.9749 0.02 0.07 -0.05 0.00
C 1.7560 -3.4128 0.4917 0.01 -0.03 -0.10 0.00
N 0.9624 -2.6435 1.2256 -0.05 -0.02 0.14 0.00
H -5.4341 -2.4705 -0.7223 -0.01 0.00 0.00 0.00
H -6.3210 -1.3760 1.3447 0.00 0.00 0.00 0.00
H -4.7187 -0.7191 3.1294 0.00 0.01 -0.01 0.00
H -2.9823 -2.8419 -0.9138 0.01 0.01 0.01 0.00
H -3.0475 -0.6886 4.8213 0.00 0.01 -0.01 0.00
H -0.9953 -0.6977 6.2046 0.00 0.01 0.00 0.00
H 1.1432 -1.4681 5.2336 0.01 -0.01 -0.01 0.00
H 2.8420 -2.4808 4.0172 0.00 0.01 0.00 0.00
H 4.2980 -3.9595 2.6431 0.00 0.00 0.00 0.00
H 3.5572 -4.5511 0.3304 0.00 -0.01 0.00 0.00
H 1.4302 -3.5968 -0.5223 -0.03 -0.02 0.02 0.00
C -4.6454 3.8600 -1.0451 -0.01 0.03 0.03 0.00
O -4.1077 3.3541 -2.2515 -0.05 -0.03 -0.03 0.00
C -3.2919 2.2772 -2.1695 0.09 -0.05 0.01 0.00
C -2.8078 1.7930 -3.4043 0.00 0.03 0.00 0.00
C -1.9784 0.7130 -3.4025 0.05 0.05 0.00 0.00
C -1.5666 0.0367 -2.2237 -0.08 -0.06 0.03 0.00
C -0.7726 -1.1637 -2.3477 0.04 -0.03 -0.11 0.00
C -0.1432 -1.5881 -3.6489 -0.07 0.03 0.02 0.00
O -0.5293 -1.9438 -1.3998 -0.10 0.16 0.37 0.01
C -2.0314 0.5644 -0.9658 0.20 0.19 -0.15 0.00
O -1.6676 0.1650 0.1952 -0.31 -0.48 0.00 0.00
C -2.9204 1.6765 -0.9955 -0.03 0.08 0.03 0.00
H -5.3205 4.6627 -1.3289 0.01 0.01 0.00 0.00
H -3.8600 4.2563 -0.3966 0.01 -0.01 0.00 0.00
H -5.2012 3.0890 -0.5055 -0.01 0.00 -0.01 0.00
H -3.1041 2.2879 -4.3181 0.00 -0.01 0.00 0.00
H -1.6216 0.3600 -4.3576 -0.01 -0.01 0.00 0.00
H -0.6073 -1.2073 -4.5513 -0.04 -0.01 0.01 0.00
H -0.1202 -2.6758 -3.6752 0.03 0.00 0.01 0.00
H 0.8917 -1.2365 -3.6100 0.02 -0.01 0.00 0.00
H -3.2372 2.0458 -0.0307 0.00 -0.01 -0.01 0.00
C 4.6905 -0.0752 1.1184 -0.03 0.02 -0.03 0.00
C 4.4652 1.2656 0.4402 0.07 -0.01 -0.03 0.00
C 3.8530 2.2952 1.3741 0.00 0.01 -0.06 0.00
O 3.6943 1.1879 -0.7813 -0.11 -0.03 0.10 0.00
P 2.5220 0.1503 -1.1610 -0.24 0.07 -0.05 0.00
S 3.1807 -1.5882 -1.7572 0.00 0.00 0.11 0.00
S 1.1273 0.2666 0.3011 0.49 -0.10 0.17 -0.01
O 1.9297 0.8615 -2.4699 0.14 0.01 -0.06 0.00
C 1.6827 2.2557 -2.7573 -0.10 0.04 -0.07 0.00
C 2.9625 2.9381 -3.2077 -0.01 -0.01 0.01 0.00
C 0.9703 3.0044 -1.6461 0.04 -0.03 0.01 0.00
H 5.3579 0.0748 1.9703 0.00 0.00 -0.01 0.00
H 5.1398 -0.7916 0.4331 0.00 -0.01 -0.01 0.00
H 3.7485 -0.4881 1.4808 -0.01 0.00 0.00 0.00
H 5.4310 1.6409 0.0926 -0.01 0.00 -0.01 0.00
H 2.9042 1.9390 1.7726 -0.02 -0.01 -0.01 0.00
H 3.6799 3.2320 0.8426 0.00 0.00 0.00 0.00
H 4.5398 2.4926 2.2000 -0.01 -0.01 0.01 0.00
H 1.0057 2.1998 -3.6143 -0.02 -0.02 0.02 0.00
H 3.6609 3.0419 -2.3795 0.00 0.00 0.01 0.00
H 2.7238 3.9305 -3.5955 0.00 0.00 -0.01 0.00
H 3.4414 2.3609 -3.9986 0.01 0.00 0.01 0.00
H 1.6203 3.1434 -0.7812 -0.01 -0.02 0.01 0.00
H 0.0795 2.4689 -1.3220 -0.01 0.02 -0.01 0.00
H 0.6764 3.9863 -2.0228 0.02 0.01 -0.01 0.00
```
Positions in Å, forces in eV/Å.

⟨S²⟩   0.7914
2S+1   2
Charge   0
Energy above the lowest of the compared OMol25 structures with the same formula, charge and spin   18.2 kcal per mole
Frontier orbital gap (spin up / spin down)   6.637 / 6.414 eV
E_tot   -3992.93746 a.u.

***

(3)
This record from the OMol25 dataset describes the molecule C3H6N2O2. The level of theory is wB97M-V/def2-TZVPD.

Structure (XYZ):
```
13
Properties=species:S:1:pos:R:3:forces:R:3:nbo_charge:R:1
N -1.5518 0.0953 -0.7598 -0.06 0.09 0.06 -0.83
C -1.4111 -0.1139 0.5728 -0.11 0.03 0.04 0.64
O -2.2604 0.1527 1.4040 0.24 -0.10 -0.25 -0.60
C -0.0799 -0.7596 0.9817 -0.09 -0.15 0.06 -0.18
O 0.9824 0.2035 1.0500 0.00 0.07 -0.04 -0.48
C 1.6115 0.5462 -0.0732 0.05 0.00 -0.24 0.43
N 1.3028 0.1275 -1.2308 0.17 0.12 0.30 -0.77
H -2.3506 0.6314 -1.0632 0.06 -0.09 0.04 0.40
H -0.7373 0.0105 -1.3595 -0.13 0.01 0.13 0.43
H 0.2026 -1.5747 0.3072 -0.05 0.14 0.05 0.21
H -0.1964 -1.1224 2.0022 0.01 0.03 -0.16 0.22
H 2.4221 1.2389 0.1666 -0.07 -0.09 -0.07 0.16
H 1.9299 0.5214 -1.9266 -0.03 -0.07 0.07 0.36
```
Positions in Å, forces in eV/Å.

Structure (SMILES)   [H]/N=C/OCC(N)=O
Charge   0
Energy above the lowest of the compared OMol25 structures with the same formula, charge and spin   28.9 kcal per mole
Frontier orbital gap   10.573 eV
E_tot   -377.91332 a.u.

***

Among the records above, which one has the highest E_tot? C3H6N2O2

***

Look up the charge of the second one. 0

***

Look up the energy above the lowest of the compared OMol25 structures with the same formula, charge and spin of the third one. 28.9 kcal per mole